Record 1
Formula: C4H7NO
Source: the OMol25 dataset
Level of theory: ωB97M-V with the def2-TZVPD basis set

Geometry as XYZ:
```
13
Properties=species:S:1:pos:R:3:forces:R:3
O -1.835578 -1.720971 -0.333261 0.274 0.741 -0.662
N 0.312983 1.538398 0.383411 0.050 -0.152 0.413
C 1.265533 -0.636288 0.863142 0.022 -0.006 -0.078
C 0.572747 0.636608 1.240636 0.011 0.081 -0.129
C -1.534668 -0.892636 -1.104285 -0.195 -0.483 0.417
C -1.180289 0.040478 -1.953994 -0.046 -0.092 0.069
H 0.669102 -1.503636 1.168512 0.078 0.133 -0.022
H -0.502913 0.810552 -1.592887 -0.133 -0.148 -0.070
H 0.308662 0.739387 2.302508 0.010 0.033 -0.129
H -1.577624 0.036112 -2.959617 0.028 -0.064 0.115
H 2.230412 -0.703805 1.379759 -0.140 0.003 -0.051
H 1.433038 -0.672792 -0.216637 -0.013 0.013 0.158
H -0.161405 2.328593 0.822714 0.056 -0.058 -0.031
```
Forces are in eV/Å.

**Charge**: 0
**Total energy**: -7797.555 eV
**E_LUMO**: 0.969 eV
**Frontier orbital gap**: 10.0 eV
**HOMO**: -9.02 eV
**Spin multiplicity**: 1
**SMILES**: [H]/N=C/C.C=C=O

Löwdin atomic charge list, values in e, 8 entries:
1 O 0.1381
2 N 0.0726
3 C -0.0946
4 C -0.2956
5 C -0.2904
6 C -0.0037
7 H 0.0734
8 H 0.0277

Record 2
Formula: C11H23GdP2
Source: the OMol25 dataset
Level of theory: ωB97M-V with the def2-TZVPD basis set

Geometry as XYZ:
```
37
Properties=species:S:1:pos:R:3:forces:R:3
Gd -0.480739 1.123228 -0.802651 1.150 0.430 -3.181
P 0.874551 -0.240374 0.946249 -0.933 1.453 -0.729
P -2.244081 3.196381 -0.997322 -1.312 1.421 -0.461
C -1.223287 0.219068 2.919284 -0.459 0.295 -0.528
C 2.525705 0.320204 3.073453 0.212 0.051 0.065
C -0.067594 -1.121868 -3.380908 -0.440 0.918 0.074
C -0.211789 -2.766275 1.034379 -0.356 -0.757 -0.539
C 1.258656 -0.731396 -3.704274 -0.818 -0.070 0.391
C -0.819333 0.591911 1.487260 1.558 -1.171 1.909
C 1.270576 0.668389 -3.814163 -0.957 0.906 0.187
C -0.048516 1.201184 -3.557505 -0.270 -1.497 -0.238
C 1.791306 -0.806932 2.365502 0.026 -0.982 0.789
C -0.919291 0.045823 -3.221229 1.490 0.368 -1.600
C 0.191060 -1.676850 0.030996 0.412 -0.943 0.618
H -0.447132 2.179301 -3.884251 0.460 -0.532 0.440
H 1.008649 -2.026806 -0.628843 -0.417 0.096 0.232
H -1.162966 -2.533345 1.534555 0.297 -0.041 -0.136
H -2.639618 3.910502 0.185735 0.037 -0.171 -0.599
H -0.422736 0.467566 3.625369 -0.275 -0.164 -0.054
H -0.637026 1.705762 1.419752 -0.315 -0.602 0.192
H 2.514816 -1.559107 1.999704 -0.278 0.207 0.101
H -0.335919 -3.726885 0.503978 -0.080 0.293 0.282
H -2.030940 0.099935 -3.240387 0.960 -0.268 0.094
H 1.848790 1.106566 3.404956 -0.046 0.034 0.015
H 1.097234 -1.324725 3.047630 0.385 0.096 -0.006
H -1.925340 4.341010 -1.801295 0.020 -0.102 0.347
H -0.403323 -2.150508 -3.397647 -0.093 -0.001 0.366
H -0.660502 -1.427749 -0.641395 0.501 -0.034 0.386
H -1.486961 -0.849616 2.983071 0.214 0.467 0.114
H 0.556242 -2.922682 1.799370 -0.207 -0.028 -0.184
H -3.544839 3.026955 -1.572592 0.277 -0.008 0.325
H -1.667927 0.308350 0.775865 0.068 0.014 0.653
H -2.116981 0.811785 3.158325 0.131 -0.206 0.291
H 2.117216 -1.405376 -3.866560 -0.647 0.469 0.118
H 3.276852 0.780453 2.430168 -0.090 -0.014 -0.055
H 2.125486 1.244354 -4.161846 -0.198 0.016 0.253
H 3.039701 -0.078231 3.947268 -0.006 0.057 0.069
```
Forces are in eV/Å.

**Charge**: 0
**Total energy**: -51186.182 eV
**E_LUMO (alpha / beta)**: 0.259 / 0.115 eV
**Frontier orbital gap (alpha / beta)**: 4.9 / 5.4 eV
**HOMO (alpha / beta)**: -4.65 / -5.29 eV
**Spin multiplicity**: 8
**<S²>**: 16.4482

Löwdin atomic charge list, values in e, 8 entries:
1 Gd 0.7713
2 P 0.8264
3 P 0.5739
4 C -0.1385
5 C -0.1591
6 C -0.2009
7 C -0.1507
8 C -0.1693

Record 3
Formula: C22H36ClN2O4S
Source: the OMol25 dataset
Level of theory: ωB97M-V with the def2-TZVPD basis set

Geometry as XYZ:
```
66
Properties=species:S:1:pos:R:3:forces:R:3
Cl 1.619197 4.200979 -0.983265 0.010 -0.348 -0.200
S 0.635744 4.193744 -2.779075 -1.425 1.471 -1.696
O 1.497441 3.938658 -3.883126 0.949 -1.112 0.543
O -0.058917 5.432635 -2.896588 -0.361 0.203 1.099
O 3.360887 -3.974593 0.287465 -0.880 0.954 -0.370
O -3.995754 2.990280 0.588562 0.242 -0.262 0.033
N 2.981956 -2.162482 -1.055016 -1.019 0.046 1.402
N -0.277476 -1.984160 1.903316 0.286 0.339 0.439
C 0.065509 1.506163 -2.910109 -0.520 0.090 0.768
C -0.840656 0.375833 2.696847 -0.370 -0.026 -0.249
C 4.655492 -0.465655 -1.297223 -0.233 -0.117 -1.442
C 1.060426 -3.559302 -0.073687 0.159 0.657 -1.214
C -0.137948 -1.333882 0.569024 0.387 0.536 -2.037
C 3.940383 -1.266814 -0.445601 0.287 -0.241 -0.525
C 5.074340 -0.222477 1.355555 0.436 0.523 1.439
C -1.329597 -0.397433 0.243641 -0.747 0.309 0.186
C 5.771886 0.589807 0.506518 0.597 0.632 -0.652
C -4.552267 0.586477 0.359668 0.125 0.021 0.570
C -1.195289 0.199244 -1.185909 0.905 -1.326 0.110
C -0.598271 2.886985 -2.653459 0.954 -0.852 0.199
C -3.808708 -0.552669 1.128805 -0.831 -0.126 -0.695
C -4.725998 1.895538 1.154425 -0.155 0.302 -0.107
C 2.553564 -3.235213 -0.256786 1.161 -1.148 0.541
C 0.076556 -2.437305 -0.485912 -0.446 -1.012 0.780
C 0.199843 0.695382 -1.588338 -0.381 1.160 -0.986
C -2.682057 -1.193147 0.297873 0.149 0.337 0.776
C -1.239396 0.778359 1.243380 1.059 -0.127 0.232
C -0.888553 -1.124693 2.972533 -1.020 0.356 0.471
C 4.160037 -1.133096 0.906268 -0.893 -0.876 0.367
C 5.560094 0.457135 -0.849051 0.241 0.528 -0.216
H 6.071745 1.071612 -1.579950 0.089 0.014 0.160
H -2.495007 -2.207560 0.679120 -0.154 0.053 -0.078
H 5.266924 -0.100132 2.416475 -0.187 -0.221 0.004
H -1.084727 2.913797 -1.676447 0.091 0.346 -0.061
H -3.511328 -0.212276 2.124685 0.184 -0.025 -0.143
H 0.663124 1.387144 -0.875736 -0.040 -0.304 0.176
H 0.859172 -4.408289 -0.735004 0.086 -0.021 0.151
H -1.332889 3.136960 -3.419307 0.204 0.269 -0.014
H -4.031617 0.788648 -0.579227 -0.121 0.235 0.088
H -0.607652 0.976497 -3.589310 0.388 -0.138 -0.142
H -1.969339 0.949632 -1.361692 0.125 0.098 0.311
H 0.130171 0.786052 2.981192 -0.048 -0.019 -0.127
H -2.108468 1.431424 1.230276 -0.137 -0.328 -0.074
H -1.582497 0.814402 3.369564 0.244 -0.066 0.175
H 2.212331 -1.599109 -1.394834 0.086 -0.200 -0.217
H -0.894124 -2.920565 -0.664003 0.073 0.124 -0.008
H -4.565114 -1.328219 1.290424 0.239 -0.047 0.190
H -3.075682 -1.317123 -0.713674 0.138 -0.149 0.056
H -1.437239 -0.621916 -1.874753 -0.027 0.204 -0.071
H 3.621700 -1.754056 1.615407 0.142 -0.029 -0.012
H 1.052512 1.634512 -3.353993 -0.215 -0.021 -0.261
H 0.380052 -2.051900 -1.456001 -0.146 0.241 0.155
H -0.441961 -1.375795 3.935208 0.175 -0.041 -0.195
H 0.913800 -0.101235 -1.804614 -0.159 -0.105 0.284
H 0.648240 -2.272856 2.222678 -0.033 -0.121 -0.168
H -4.465969 1.753006 2.211645 0.084 -0.011 -0.127
H -0.411466 1.399138 0.883177 -0.169 0.035 -0.006
H -0.837312 -2.831961 1.799160 0.074 -0.005 0.030
H 0.936063 -3.941865 0.940840 0.091 -0.019 -0.091
H 4.490131 -0.568400 -2.366378 0.035 -0.062 0.075
H -3.248633 3.210137 1.150723 -0.097 0.124 0.025
H -5.770083 2.218459 1.153269 0.052 -0.162 -0.089
H 6.478325 1.332618 0.854541 -0.032 -0.132 0.203
H -1.937057 -1.422071 3.043073 0.130 -0.092 -0.131
H -5.555136 0.244251 0.094557 0.167 -0.136 -0.087
H 0.756538 -0.697259 0.578171 0.004 -0.181 0.455
```
Forces are in eV/Å.

**Charge**: +1
**Total energy**: -57918.781 eV
**E_LUMO**: -3.122 eV
**Frontier orbital gap**: 8.5 eV
**HOMO**: -11.65 eV
**Spin multiplicity**: 1
**SMILES**: O=C(CC[C@@H]1[NH2+]CCC[C@@]1(CCCCO)CCCCS(=O)(=O)Cl)Nc1ccccc1

Löwdin atomic charge list, values in e, 8 entries:
1 Cl 0.3905
2 S 0.3226
3 O -0.3088
4 O -0.3281
5 O 0.0919
6 O -0.0724
7 N 0.1386
8 N 0.1040